A 3-piece molecular cluster, C22H50FNO9S overall in a non-equilibrium geometry. Source: the OMol25 dataset; level of theory: the ωB97M-V functional and the def2-TZVPD basis.

**Strongest force on any atom**: 9.379 eV/A
**LUMO level**: -0.724 eV
**SMILES**: COCCCCCCCCN(C)S(=O)(=O)F.COCCOCCOC.COCCOCCOC
**Orbital gap**: 8.65 eV
**Total energy**: -2097.7766 hartree

Each line ends with the Löwdin charge.
CARTESIAN COORDINATES (ANGSTROEM)
H -7.070 -4.406 0.252  0.12
H -3.406 -5.717 1.351  0.12
C -2.236 1.288 -1.411  -0.18
C 0.118 2.695 -1.105  -0.21
H -0.283 3.146 -2.134  0.12
H 4.550 1.573 0.621  0.11
O 5.124 4.636 0.216  -0.15
C -4.369 -6.150 1.062  -0.17
H 5.331 -0.808 -0.473  0.13
C 5.684 4.484 1.528  -0.17
O -5.268 -7.866 -0.411  -0.21
C -4.907 -1.480 -0.566  -0.13
H -3.971 -2.157 -0.287  0.11
H 4.431 7.468 4.116  0.09
H -2.502 -0.440 0.057  0.14
H -8.416 -5.666 1.777  0.13
C 4.525 7.630 3.037  -0.11
O -7.007 -7.056 2.295  -0.21
H -3.270 -7.671 -0.015  0.12
H 5.251 4.998 3.585  0.13
C 4.996 5.357 2.581  -0.19
H -1.469 2.266 0.514  0.12
C -0.967 1.669 -0.389  -0.21
H 0.345 3.610 -0.375  0.11
H -4.496 -8.936 -2.004  0.09
H -1.722 1.093 -2.471  0.13
H 7.134 5.020 -1.434  0.12
H -6.803 -8.293 3.911  0.09
S -5.337 0.492 -2.195  0.89
O 5.447 6.710 2.481  -0.21
H -2.926 2.235 -1.408  0.11
H -6.448 -6.587 4.236  0.09
O -5.323 2.051 -2.421  -0.34
H 4.822 -0.104 -2.778  0.10
O 3.421 -1.220 -1.446  -0.27
C 5.416 5.871 -0.453  -0.17
H -6.272 -8.874 -1.877  0.09
O 7.746 6.247 0.135  -0.21
H -6.757 -6.083 -0.158  0.12
H -8.147 -7.129 4.024  0.09
H 1.678 0.367 0.354  0.11
C 9.061 5.769 -0.103  -0.11
H 1.486 1.071 -2.181  0.12
H 5.512 3.436 1.796  0.11
O -5.229 -5.030 0.810  -0.15
H 6.765 4.631 1.515  0.12
N -4.465 -0.015 -0.766  -0.25
C 2.258 1.352 0.012  -0.19
H 3.910 5.304 2.443  0.12
O -6.853 0.151 -1.913  -0.36
C -5.351 -8.297 -1.757  -0.11
H 9.665 5.976 0.785  0.09
H -0.454 0.674 0.019  0.10
F -4.916 -0.382 -3.627  -0.25
H -5.309 -1.929 -1.595  0.11
H 6.952 6.778 -1.674  0.12
C 4.088 -1.044 -2.747  -0.13
H -5.391 -7.442 -2.436  0.09
H -2.653 -0.952 -1.754  0.14
C 4.183 -0.568 -0.350  -0.23
H 9.502 6.278 -0.963  0.09
H 3.226 -0.784 -3.527  0.11
H -5.765 -1.511 0.229  0.11
H 2.319 2.752 -1.868  0.11
H 3.548 7.538 2.556  0.09
C -7.332 -5.715 1.921  -0.19
H -7.044 -5.014 2.711  0.12
C 1.589 1.959 -1.390  -0.21
H 4.757 5.890 -1.328  0.13
C -2.973 -0.114 -0.991  -0.25
H -4.720 -6.732 1.915  0.12
H 2.199 2.178 0.861  0.11
C -7.114 -7.267 3.695  -0.11
H -3.954 -6.379 -1.043  0.12
H 4.237 1.543 -1.241  0.11
H 4.710 -1.990 -3.044  0.10
C 6.860 5.963 -0.950  -0.19
C 3.880 1.049 -0.214  -0.17
H 3.838 -1.085 0.660  0.13
H 9.051 4.687 -0.264  0.09
C -6.618 -5.332 0.624  -0.17
H 5.139 6.729 0.165  0.12
C -4.138 -7.023 -0.176  -0.19
H 4.900 8.641 2.860  0.09

***

C22H50O12S8Tl as an isolated structure in a non-equilibrium geometry. Source: the OMol25 dataset; level of theory: the ωB97M-V functional and the def2-TZVPD basis.

**Net charge**: +1
**Strongest force on any atom**: 6.810 eV/A
**LUMO level**: -8.464 eV
**Orbital gap**: 2.10 eV
**Total energy**: -5128.3441 hartree

Each line ends with the Löwdin charge.
CARTESIAN COORDINATES (ANGSTROEM)
H 3.457 1.139 2.947  0.06
S 3.238 1.834 0.614  0.80
H 2.451 -6.963 0.122  0.05
H -0.491 3.326 3.699  0.02
H -4.030 -1.740 -3.886  0.05
H 0.023 -5.282 -1.158  0.05
O -2.341 2.855 -0.970  -0.04
H 1.661 0.187 -8.235  0.05
S -2.395 2.371 4.844  0.82
O -3.926 1.246 -2.837  -0.73
C -0.120 -0.640 -0.354  -0.23
H 2.297 -8.414 -0.708  0.05
H 3.399 -3.086 -3.918  0.07
O 0.420 -2.419 -6.833  -0.53
H -0.044 -0.089 -8.391  0.06
H -1.357 4.541 4.667  0.06
C -3.893 -1.455 -2.843  -0.23
S 3.767 -0.772 -3.793  0.87
C 3.729 0.143 0.211  -0.27
O -0.646 -0.205 2.062  0.10
S -4.869 0.057 -2.578  0.89
O -3.625 2.972 5.533  -0.55
H -4.283 -0.110 -0.263  0.04
H -1.312 -3.233 7.203  0.04
H 0.764 -4.219 -2.304  0.02
O 4.962 -0.914 -2.882  -0.51
H -1.915 1.789 1.401  0.14
C 0.305 4.717 0.435  -0.24
H 0.464 -0.591 -2.407  0.11
O 4.473 2.772 0.699  -0.54
H -1.596 1.159 6.758  0.03
H 4.465 -0.188 0.945  0.07
H 2.052 2.213 2.749  0.02
H -2.825 -1.277 -2.717  0.04
H -1.911 4.207 3.096  0.05
O -3.795 -2.787 5.636  -0.56
H 0.103 3.811 1.006  0.02
H -0.294 5.580 0.728  0.06
H -0.201 1.637 5.711  0.04
H -1.442 -1.845 8.200  0.04
H 3.188 1.504 -3.138  0.08
C -0.780 0.095 0.810  -0.30
C 2.713 0.523 -3.124  -0.26
O 0.418 -1.850 -0.336  0.08
S 2.112 5.171 0.621  0.84
H -5.915 0.686 -0.483  0.06
H -0.533 0.623 -5.146  0.03
Tl -2.866 3.707 -3.768  1.08
H 1.520 4.487 2.998  0.01
H -2.760 -3.137 8.209  0.05
C -1.529 -1.510 5.042  -0.29
H 1.323 6.095 2.727  0.06
C -1.593 1.859 -0.709  -0.24
C -0.646 -0.421 -5.438  -0.28
C -5.244 -0.121 -0.777  -0.22
H 4.346 0.182 -0.687  0.03
H 1.751 0.598 -3.631  0.03
H -5.810 -1.016 -0.520  0.07
H -1.092 -2.495 4.877  0.06
H 2.398 0.303 -2.104  0.01
H 2.924 5.489 3.002  0.06
O -0.744 1.846 -2.949  -0.05
C -0.047 -0.064 -1.615  0.14
H -1.600 -0.671 -5.903  0.07
H -1.934 -1.088 4.122  0.03
H 1.803 -2.239 -3.972  0.02
H -4.262 -2.249 -2.194  0.06
C -0.736 1.187 -1.898  -0.26
H 0.193 4.571 -0.639  0.03
C 2.591 1.366 2.325  -0.20
H -0.717 -0.934 -4.478  0.02
C 2.006 5.293 2.448  -0.26
H 2.692 -2.436 -2.411  0.05
H 1.979 0.481 2.149  0.03
C 2.778 -2.300 -3.489  -0.22
O 2.359 6.586 0.087  -0.54
S 2.015 -6.413 -2.210  0.85
S 0.811 -1.039 -6.323  0.82
H 1.538 -4.448 -0.831  0.04
H -0.875 2.751 6.836  0.06
C 0.723 0.218 -7.681  -0.23
H 2.944 -0.609 0.131  0.05
C -1.476 1.204 0.606  0.14
C 0.987 -5.009 -1.586  -0.28
C -1.474 3.715 3.966  -0.27
H -0.763 -0.848 5.446  0.04
O 3.410 -5.856 -2.203  -0.57
C -1.148 1.947 6.153  -0.24
H 0.867 -7.636 -0.245  0.05
H 0.541 1.252 -7.387  0.05
S -2.914 -1.705 6.167  0.80
C 1.850 -7.421 -0.664  -0.26
C -2.047 -2.550 7.629  -0.21

***

A 2-piece molecular cluster, C22H52BClIN10O4 overall. Source: the OMol25 dataset; level of theory: the ωB97M-V functional and the def2-TZVPD basis.

**Net charge**: +1
**Strongest force on any atom**: 0.554 eV/A
**LUMO level**: -2.400 eV
**Orbital gap**: 9.03 eV
**Total energy**: -2500.5773 hartree

Each line ends with the Löwdin charge.
CARTESIAN COORDINATES (ANGSTROEM)
C 2.949 2.611 1.234  -0.24
C 1.028 9.474 0.954  -0.62
O 0.562 10.117 -0.117  0.00
H 0.726 2.738 4.699  0.08
H -0.387 -1.848 1.460  0.08
H -0.971 7.791 3.176  0.08
C -1.167 -2.626 -1.183  -0.29
H 0.937 1.304 0.545  0.08
N -3.642 -1.105 -2.361  0.09
C -0.368 -2.935 1.321  -0.21
H 2.490 -0.096 -1.604  0.13
H 1.614 -0.209 1.025  0.09
O 1.697 -4.991 -0.189  0.12
H 1.447 -1.620 3.152  0.07
H 3.749 0.638 1.040  0.12
H -0.866 -1.636 -4.554  0.10
C 0.105 7.818 3.355  -0.06
H 2.103 11.516 -0.200  0.10
H -2.286 -5.221 0.639  0.04
H 1.957 -5.869 -0.489  0.12
O 0.491 8.256 0.972  0.03
H -5.438 -2.650 -2.302  0.09
N 2.441 2.345 2.580  0.00
C 0.691 -3.444 2.311  -0.76
C -1.282 -3.363 -2.553  -0.05
H -4.276 -0.314 -0.137  0.05
H -1.004 -0.692 -2.268  0.09
H 0.604 6.425 1.799  0.11
H 1.935 7.489 2.254  0.11
C 1.204 -2.388 -0.499  -0.04
H -2.819 -3.782 -0.603  0.10
H -2.718 -6.544 -0.441  0.08
H 3.918 3.125 1.226  0.11
N 0.752 -1.185 -1.308  -0.07
C 1.938 3.509 3.281  -0.52
H -0.356 -4.176 -5.587  0.09
C 3.083 1.296 0.473  -0.18
H 1.663 -3.551 1.834  0.07
H 1.254 -4.759 -3.897  0.09
H 0.349 7.114 4.150  0.08
C 1.521 0.095 -1.137  -0.11
N -4.512 -1.300 -0.145  0.07
N 0.008 -2.030 -4.219  0.09
H 0.012 2.948 3.241  0.07
I 0.193 -5.370 3.109  1.00
H -5.062 -3.623 -1.021  0.09
H -3.571 -1.514 -3.276  0.08
C -0.059 -3.219 -0.190  -0.20
C 0.858 7.439 2.101  -0.23
Cl -1.383 -0.032 -0.108  0.84
H 1.920 -2.906 -1.125  0.12
H 1.351 -2.920 4.325  0.06
B 0.346 -4.787 -0.318  -0.53
H -2.215 -3.031 -3.000  0.10
H -0.767 -6.196 -1.597  0.09
C -1.937 -6.162 0.219  -0.13
H 0.373 8.822 3.682  0.08
H -1.018 -5.142 -4.434  0.09
C -0.245 -3.373 -3.704  -0.64
C -0.585 -6.051 -0.524  -0.15
C 0.834 -2.468 3.480  -0.16
C -0.737 -1.152 -1.325  -0.52
H 3.145 1.878 3.142  0.12
N -4.677 -3.065 -1.775  0.08
H 0.928 -1.455 -2.287  0.13
H 1.818 -3.315 -3.450  0.08
N 1.047 -3.958 -3.314  0.12
H 3.558 1.488 -0.493  0.11
C -2.587 -2.718 -0.580  -0.10
H -3.113 -0.264 -2.215  0.05
H 0.659 11.814 -1.203  0.09
H 0.622 -2.091 -5.028  0.09
C 1.017 11.469 -0.238  -0.04
H 0.597 12.083 0.557  0.10
H 1.024 0.854 -1.745  0.14
C 1.724 0.592 0.296  -0.20
N 2.533 4.613 3.372  0.18
H 0.015 -6.924 -0.236  0.10
H -0.137 -2.086 3.797  0.09
O 1.800 9.923 1.760  0.12
H -2.603 -2.430 0.463  0.08
H -1.351 -3.283 1.628  0.10
H -1.447 -4.419 -2.340  0.11
C -3.832 -2.006 -1.243  -0.65
N -0.898 -4.180 -4.729  0.08
H -5.511 -1.362 -0.301  0.08
N 0.669 3.353 3.895  0.08
H 1.763 -2.059 0.373  0.12
H 2.222 3.246 0.720  0.13
H -1.855 -6.861 1.049  0.05
H 3.439 4.571 2.905  0.06

***

Which of these has the lowest strongest force on any atom? C22H52BClIN10O4

***

The lowest orbital gap belongs to which entry? C22H50O12S8Tl